Computed, not measured: C9H26AlBrNO9P2 as an isolated structure at a distorted geometry, with the ωB97M-V functional and the def2-TZVPD basis.

Last column: Mulliken charge in e.
Positions of all 49 atoms, in Å:
N: -2.309 -0.436 -2.451  -0.62
Al: -2.040 -2.338 -2.237  0.46
Br: -0.972 -2.970 -0.158  -0.50
C: -3.891 -3.218 -2.313  -0.53
C: -5.079 -2.137 -1.537  -0.02
C: -6.684 -2.274 -2.184  -0.53
O: -5.664 -1.011 -2.450  -0.39
H: -2.853 -0.300 -3.355  0.17
H: -2.912 -0.148 -1.635  0.18
H: -1.082 -2.841 -3.431  -0.31
H: -3.911 -4.178 -1.644  0.24
H: -4.342 -3.353 -3.385  0.21
H: -4.964 -1.940 -0.303  0.21
H: -6.828 -2.327 -3.344  0.31
H: -7.456 -1.903 -1.386  0.23
C: 0.278 0.721 -2.137  -0.51
O: 1.349 1.339 -1.439  -0.35
P: 2.945 1.254 -2.101  1.10
O: 2.463 1.893 -3.407  -0.63
O: 2.825 -0.388 -2.216  -0.38
C: 2.765 -1.137 -1.020  -0.64
O: 4.542 1.169 -2.762  -0.30
C: 5.547 0.800 -1.840  -0.65
H: -0.528 1.452 -2.258  0.37
H: 0.568 0.346 -3.122  0.37
H: -0.098 -0.114 -1.534  -0.04
H: 1.879 -1.778 -1.050  0.13
H: 2.707 -0.492 -0.138  0.34
H: 3.652 -1.769 -0.944  0.32
H: 5.477 -0.267 -1.613  0.23
H: 5.450 1.383 -0.921  0.29
H: 6.523 0.997 -2.287  0.26
C: -0.016 -0.121 1.796  0.01
O: 0.813 -0.167 2.948  -0.42
P: 0.426 0.834 4.305  1.06
O: -0.974 0.216 4.390  -0.58
O: 0.379 2.164 3.328  -0.35
C: 1.588 2.602 2.744  -0.73
O: 0.038 1.835 5.662  -0.29
C: 1.128 2.553 6.200  -0.65
H: -0.304 -1.144 1.533  -0.07
H: -0.919 0.477 1.942  0.36
H: 0.562 0.302 0.966  -0.03
H: 1.448 2.677 1.661  0.18
H: 2.414 1.914 2.948  0.39
H: 1.840 3.591 3.133  0.31
H: 1.397 3.382 5.540  0.23
H: 1.987 1.891 6.336  0.30
H: 0.836 2.962 7.170  0.26

Properties
E	-4589.34759	a.u.
net charge	-1
HOMO energy	-5.08	eV

***

Computed, not measured: a 3-piece molecular cluster, C9H26BO9P overall at a distorted geometry, with the ωB97M-V functional and the def2-TZVPD basis.

Last column: Mulliken charge in e.
Positions of all 46 atoms, in Å:
O: 0.986 3.133 -4.423  -0.69
C: 1.776 2.562 -3.496  0.30
O: 2.194 3.270 -2.241  -0.79
P: 2.529 0.776 -3.674  0.12
O: 2.463 0.822 -5.412  -0.30
B: 3.638 1.485 -6.008  0.47
O: 5.050 1.074 -5.876  -0.62
O: 3.369 2.670 -6.877  -0.65
H: 1.210 0.186 -3.633  -0.09
H: 3.122 -0.562 -3.795  -0.03
H: 3.823 1.404 -3.598  -0.20
H: 2.543 0.673 -2.213  -0.08
H: 5.463 1.806 -5.296  0.30
H: 3.164 3.482 -6.325  0.31
C: 1.170 3.675 2.802  -0.75
O: 0.259 3.627 1.708  -0.40
C: 0.827 2.987 0.561  -0.36
C: 0.307 1.555 0.412  -0.33
O: 0.782 0.718 1.470  -0.37
C: -0.211 0.487 2.462  -0.50
H: 0.616 3.980 3.695  0.24
H: 1.626 2.700 2.996  0.30
H: 1.947 4.418 2.603  0.34
H: 1.922 3.006 0.603  0.30
H: 0.515 3.569 -0.314  0.30
H: 0.695 1.135 -0.524  0.28
H: -0.787 1.537 0.358  0.24
H: -0.966 -0.205 2.076  0.04
H: -0.692 1.417 2.781  0.35
H: 0.270 0.030 3.331  0.26
C: -3.788 -5.162 3.239  -0.69
O: -4.260 -4.502 2.070  -0.37
C: -4.443 -3.098 2.280  -0.60
C: -3.294 -2.292 1.668  -0.44
O: -2.067 -2.527 2.364  -0.33
C: -1.209 -3.418 1.661  -0.83
H: -3.474 -6.172 2.959  0.24
H: -2.931 -4.646 3.681  0.29
H: -4.596 -5.238 3.972  0.32
H: -4.557 -2.872 3.346  0.34
H: -5.376 -2.820 1.776  0.37
H: -3.518 -1.224 1.772  0.37
H: -3.186 -2.509 0.599  0.36
H: -0.773 -2.906 0.797  0.35
H: -1.738 -4.316 1.330  0.38
H: -0.401 -3.719 2.333  0.23

Properties
E	-1401.73346	a.u.
net charge	-2
HOMO energy	0.53	eV

***

Which value of HOMO energy does entry 2 give?
0.53 eV

***

Which value of HOMO energy does entry 1 give?
-5.08 eV

***

Look up the HOMO energy of the first one.
-5.08 eV